# C17H29BrCl2NO6

A 3-piece molecular cluster, C17H29BrCl2NO6 overall (wB97M-V/def2-TZVPD, the OMol25 dataset).

Last column: Mulliken charge in e.
Geometry (Å):
Br 1.2994 -6.2792 -0.7515  0.1467
Cl -2.2378 -5.0399 -0.3810  -0.1489
Cl -1.0220 -3.5587 -3.7679  -0.1193
O -0.7942 1.8763 4.1447  -0.3771
O -0.4968 4.9640 -0.0473  -0.4145
O -0.2485 2.4015 -1.5070  -0.1824
O 2.7426 0.1798 -2.2562  -0.3546
O -1.5254 0.1038 1.9063  -0.3123
O 4.3808 -0.8422 -3.3691  -0.4813
N 1.8781 -4.6383 -1.4179  -0.1602
C 1.0205 -3.7947 -2.0422  0.5125
C 3.3933 -0.8998 -2.7070  0.1940
C -0.5931 1.1744 1.8385  0.8565
C 3.1851 -4.3432 -1.2190  -0.3641
C -0.4256 -4.1809 -2.2133  -0.6305
C 2.8465 -2.2313 -2.2528  0.2520
C -1.3194 -3.6600 -1.0459  0.4156
C -1.1956 0.8895 5.0784  -0.6532
C -1.3933 2.7390 -2.2746  -0.9122
C -0.5963 -2.9366 0.0751  -1.4779
C -2.8714 0.5436 2.0099  -0.7924
C 1.5179 -2.5712 -2.4611  -0.1041
C 0.1042 1.4049 3.1601  -0.7472
C -1.4510 4.3886 0.8245  -0.4798
C 3.7003 -3.1460 -1.6377  -0.6162
C 0.7312 3.4356 -1.4721  -0.4933
C 0.6940 4.2091 -0.1742  -0.1198
H 4.7443 -2.9190 -1.4764  0.5319
H -1.6641 3.3489 0.5575  0.1160
H 0.6039 4.1171 -2.3172  0.3774
H -1.0922 2.0927 1.5177  -0.6912
H 1.7097 2.9537 -1.5695  0.2937
H 0.8415 -1.8946 -2.9647  0.6438
H 0.8084 3.5247 0.6735  -0.0977
H -1.5789 -0.0046 4.5795  0.2451
H -1.3249 -2.7224 0.8553  0.6159
H -2.3655 4.9712 0.7352  0.3441
H -2.1354 1.9581 -2.1151  0.2779
H -3.4864 -0.3318 2.2114  0.2680
H 0.1894 -3.5314 0.5421  0.2870
H -0.2167 -1.9668 -0.2480  0.2065
H -0.3626 0.6095 5.7313  0.3150
H -1.9860 1.3231 5.6871  0.2450
H 0.5952 0.4841 3.4925  0.3648
H 1.5345 4.9095 -0.1592  0.4464
H 3.7814 -5.0876 -0.7151  0.3994
H -1.1075 4.4320 1.8640  0.3231
H -1.8135 3.6974 -1.9632  0.3483
H -1.1489 2.7835 -3.3408  0.2984
H 0.8761 2.1693 3.0219  0.4198
H 0.1559 0.9166 1.0801  0.1340
H -2.0487 -2.9786 -1.4738  0.3851
H -0.5216 -5.2587 -2.2760  0.5574
H 1.8876 -0.0458 -1.8664  0.3130
H -3.2036 1.0017 1.0723  0.2495
H -2.9950 1.2602 2.8242  0.3461

Cartesian forces (eV/Å) of the 6 atoms listed first:
0.034 -0.016 0.045
-0.044 -0.032 -0.018
0.003 -0.002 -0.090
-0.058 -0.033 -0.024
-0.059 -0.077 -0.033
0.020 -0.054 -0.026

The calculated total energy comes out at -4665.3961 Ha. Its total charge is +1. Its strongest force on any atom is 0.5 eV/Å. The calculation puts the orbital gap at 6.271 eV.

---

# C17H29Cl2N8O2STc

C17H29Cl2N8O2STc as an isolated structure (wB97M-V/def2-TZVPD, the OMol25 dataset).

Last column: Mulliken charge in e.
Geometry (Å):
Tc -0.4420 -0.0704 -0.9352  -0.0153
Cl -4.2757 0.6702 0.0422  -0.0704
Cl -6.1822 -0.7459 -1.6870  -0.0885
S 1.8546 -0.8578 1.3282  1.7557
O 2.5046 -1.5536 0.2471  -0.8925
O 1.0236 -1.6031 2.2299  -0.7612
N -0.9099 1.4635 0.6225  0.2881
N -0.6797 1.6333 -2.2737  -0.3961
N -1.6253 -0.9950 -2.5083  0.6996
N 6.2787 1.1234 4.6045  -0.3040
N -1.2029 -1.8151 0.1225  -0.1916
N 0.9782 0.3116 0.6155  -0.1893
N 0.4961 1.6404 2.5388  -0.3733
N 1.1094 -0.9081 -2.1278  -0.1346
C -0.7377 -1.7534 -3.4632  -0.8933
C 5.4143 0.6383 2.4374  -0.7308
C -2.3204 0.1028 -3.2492  -0.3156
C 4.3638 0.2066 1.6773  -0.5749
C 0.6076 -2.0972 -2.8600  -0.6330
C -1.5182 2.9170 2.3876  -1.0285
C 2.9701 -0.0139 3.6906  -0.2593
C 3.1499 -0.1134 2.3000  -0.1249
C 5.2600 0.7386 3.8591  1.1843
C 0.1933 1.1759 1.3469  0.4227
C -1.3304 1.2129 -3.5520  -0.7488
C -5.9726 0.6005 -0.5871  -0.4386
C -1.7631 2.3540 1.1545  0.0229
C -1.9221 -2.7483 -0.7995  -0.8728
C -0.3723 2.5090 3.0609  -0.3297
C -2.6088 -1.9204 -1.8650  0.0132
C 4.0077 0.4052 4.4705  -0.8332
H 4.4768 0.0827 0.6093  0.5004
H -6.1458 1.5342 -1.1070  0.3258
H -1.2008 -3.4457 -1.2186  0.2654
H 0.5565 -2.9159 -2.1460  0.3395
H -0.5833 -1.1346 -4.3448  0.4380
H 1.8674 -1.1954 -1.5008  0.2675
H -2.1990 3.6367 2.8164  0.4239
H -0.5488 0.8855 -4.2352  0.3416
H -1.3109 2.2665 -1.7870  0.3247
H 1.5018 -0.2333 -2.7813  0.2549
H 3.9080 0.4715 5.5466  0.3580
H -2.7653 -0.2829 -4.1699  0.3570
H -0.1391 2.8930 4.0465  0.4580
H -1.8344 2.0550 -4.0258  0.5163
H -3.1284 0.4713 -2.6160  0.1227
H -1.2559 -2.6510 -3.8029  0.3243
H -2.6571 -3.3371 -0.2510  0.5547
H -3.0814 -2.5539 -2.6187  0.4015
H 0.1460 2.1978 -2.4690  0.2434
H -1.8770 -1.4592 0.8023  0.2828
H 6.2041 1.1899 5.6133  0.2653
H 2.0236 -0.2970 4.1282  0.5130
H 1.3018 -2.3983 -3.6452  0.5018
H 7.1794 1.3521 4.2000  0.2625
H -2.6408 2.6132 0.5799  0.6940
H 6.3683 0.8822 1.9875  0.3649
H -0.5149 -2.3096 0.6936  0.2368
H -6.6130 0.4856 0.2786  0.3804
H -3.3865 -1.3106 -1.4108  -0.5055

Cartesian forces (eV/Å) of the 6 atoms listed first:
0.390 0.279 -0.221
-0.147 0.026 -0.004
-0.003 0.020 -0.005
-0.142 -0.169 -0.009
0.002 0.058 -0.013
0.056 0.074 0.018

The calculated total energy comes out at -2652.2122 Ha. Its total charge is +3. Its strongest force on any atom is 0.6 eV/Å. The calculation puts the orbital gap (alpha / beta) at 9.291 / 6.130 eV. Its multiplicity is 4. The energy relative to the best compared isomer or geometry (same formula, charge and spin) is 4.0 kcal per mole.

---

# C17H29ClMnN3O5

C17H29ClMnN3O5 as an isolated structure (wB97M-V/def2-TZVPD, the OMol25 dataset).

Last column: Mulliken charge in e.
Geometry (Å):
Mn 0.5163 -0.4015 0.4489  -0.4116
Cl -0.0894 0.4888 2.2929  1.9460
O -0.0658 1.3130 1.1019  -0.3834
O -0.9373 -0.5992 1.9846  -0.4275
O -0.3451 1.1578 3.4459  -0.4574
O 1.2743 -0.0829 2.2569  -0.5061
O -1.0176 -0.2006 -0.9074  -0.3539
N 1.4698 -4.5830 0.4956  0.0340
N 4.6844 0.4784 1.1734  -0.0087
N 0.9259 -2.2057 0.2783  -0.3938
C 2.4504 -0.1738 -3.3303  -1.1004
C 1.1464 -3.3543 0.3994  0.6111
C 3.5830 1.2981 0.5723  -1.4551
C 0.9859 -6.3445 -1.1120  -0.5617
C 1.7837 -0.6353 -2.2070  -0.0165
C 0.0608 -6.4554 1.2096  -0.5564
C 2.0170 -0.1121 -0.9280  0.8493
C -2.6786 0.1188 -2.6783  -1.4447
C 0.5980 -7.2545 0.0383  -0.6805
C 3.1024 0.7744 -0.7652  1.4406
C -1.7732 -0.8516 -1.9524  0.0175
C 2.0266 -5.3134 -0.6310  -0.6663
C 4.2682 -0.9054 1.4570  -0.8063
C 3.7623 1.2360 -1.9069  -0.6325
C 5.9270 0.4820 0.3777  -0.8500
C 1.0937 -5.3943 1.6374  -0.7077
C 3.4362 0.7885 -3.1766  -0.7086
H 2.2950 -4.6186 -1.4271  0.4198
H 1.9944 -5.9037 1.9944  0.3533
H 4.0443 -1.4161 0.5206  0.4469
H 1.4432 -7.8719 0.3489  0.3288
H -0.8683 -5.9498 0.9407  0.2747
H 3.3831 -0.9100 2.0920  0.1920
H 2.2157 -0.5689 -4.3070  0.5076
H 0.6924 -4.7633 2.4297  0.4154
H 2.7628 1.3160 1.2916  0.4264
H 2.9189 -5.8480 -0.2928  0.3265
H 5.7599 0.0149 -0.5902  0.4370
H 5.0740 -1.4347 1.9643  0.4130
H -2.3648 -1.6493 -1.4865  0.2922
H 1.0498 -1.4241 -2.3349  0.5612
H -1.4997 0.6267 -0.7159  0.3031
H 6.2990 1.4940 0.2328  0.3707
H -2.1346 1.0097 -2.9909  0.4013
H -3.5272 0.4147 -2.0634  0.4308
H 3.9579 2.3175 0.4468  0.6375
H 6.6967 -0.0829 0.9011  0.3510
H -1.0488 -1.3075 -2.6326  0.2122
H 0.1118 -5.8176 -1.4981  0.2875
H 4.9088 0.9225 2.0723  0.3564
H -3.0733 -0.3619 -3.5703  0.4122
H 4.5504 1.9709 -1.8062  0.5430
H -0.1690 -7.9633 -0.2981  0.3254
H 1.4318 -6.9182 -1.9243  0.3645
H 3.9705 1.1537 -4.0414  0.4680
H -0.1433 -7.1023 2.0620  0.3722

Cartesian forces (eV/Å) of the 6 atoms listed first:
1.100 -2.262 -5.755
-1.217 1.302 5.696
-0.005 1.583 -1.936
-1.474 -1.143 0.203
-0.369 1.020 1.311
0.937 -0.640 -0.470

The calculated total energy comes out at -2815.4131 Ha. Its total charge is +3. Its strongest force on any atom is 6.3 eV/Å. The calculation puts the orbital gap (alpha / beta) at 5.581 / 6.479 eV. Its multiplicity is 4. The energy relative to the best compared isomer or geometry (same formula, charge and spin) is 26.2 kcal per mole.

---

# C17H29I2N2O2

C17H29I2N2O2 as an isolated structure (wB97M-V/def2-TZVPD, the OMol25 dataset).

Last column: Mulliken charge in e.
Geometry (Å):
I 3.3979 1.6223 -3.4989  0.2233
I 6.3973 -0.1543 -2.9390  0.1295
O 2.9724 3.4356 2.9907  -0.5939
O -3.7107 1.7063 -1.1804  -0.3315
N 2.2028 0.1769 0.6094  0.0077
N 0.7521 2.0467 0.9374  0.5275
C -2.4249 -0.3799 -1.7106  0.0341
C 0.0439 -0.1248 2.5050  -0.5183
C -0.0576 -2.1571 0.6269  0.0196
C -2.5317 -2.7904 -0.3546  -0.2872
C 4.0180 1.1578 -1.4055  -0.9512
C -1.0925 -3.4017 0.2050  -0.9060
C -4.6912 2.2721 -0.2133  -0.5853
C 0.9810 0.6165 1.3846  -0.0488
C 3.9683 -1.6028 -1.5237  -0.7333
C -2.3817 -2.0162 -1.8071  -0.6369
C -3.8735 0.2153 -1.1354  -0.4414
C -0.3897 -1.6636 2.1529  -0.5137
C -1.0996 4.1666 1.6804  -0.5088
C 2.7499 1.2469 -0.3590  0.6950
C 1.7383 2.5447 -0.0961  -0.6675
C -0.3211 3.0404 1.3878  -0.1471
C 4.8734 -0.2453 -1.3117  -0.5336
H 0.6815 -0.1395 3.5135  0.3340
H -1.5986 0.1020 -1.0357  -0.2998
H 0.1690 -2.3671 2.9353  0.2932
H -4.7391 -0.1648 -1.8317  0.2422
H -5.6762 1.6126 -0.3522  0.2770
H 3.3879 2.5632 2.9191  0.3023
H -3.0846 -2.1289 0.4670  0.1180
H -3.9633 -0.1699 -0.0240  0.2867
H 2.8274 -1.3261 -1.6164  0.1545
H 4.3468 -2.3147 -2.3770  0.4309
H -1.2147 -4.1906 1.0602  0.3262
H -4.9305 3.3851 -0.4936  0.2438
H -0.8944 0.5685 2.7274  0.2928
H -0.1981 -1.3467 -0.2053  0.0644
H -4.3397 2.1531 0.8967  0.2118
H -1.5466 -1.7509 2.3558  0.2404
H 2.5620 -0.7938 0.7553  0.3320
H 1.0137 -2.6514 0.6494  0.1013
H -1.3898 -2.3359 -2.3882  0.2622
H -3.2428 -3.7256 -0.5615  0.3132
H 4.0644 -2.2269 -0.5120  0.1768
H 1.8154 3.6051 -0.6363  0.2979
H 4.7883 2.0298 -1.1368  0.4885
H 2.1112 3.3208 2.5618  0.3322
H -1.8773 5.0653 1.7205  0.3941
H -2.2379 0.0274 -2.8064  0.3649
H -0.5781 -3.9185 -0.7390  0.3326
H -3.2717 -2.3617 -2.4870  0.3591
H 5.4945 -0.2318 -0.3038  0.4949

Cartesian forces (eV/Å) of the 6 atoms listed first:
-0.303 -0.139 1.393
-0.398 -0.209 1.217
-0.203 -0.452 -0.260
-1.749 -1.636 1.792
-2.825 3.811 0.409
0.646 0.225 -0.527

The calculated total energy comes out at -1519.7628 Ha. Its total charge is +1. Its strongest force on any atom is 9.8 eV/Å. The calculation puts the orbital gap at 7.459 eV.